Version P
{"formula": "C3H4ClNOS", "method": "ωB97M-V with the def2-TZVPD basis set", "elements": ["N", "C", "C", "Cl", "C", "O", "S", "H", "H", "H", "H"], "positions_angstrom": [[-0.577, 1.845, 0.178], [0.538, 1.012, -0.033], [0.573, -0.379, -0.024], [2.095, -0.859, -0.186], [-0.526, -1.219, 0.046], [-0.282, -2.573, 0.250], [-2.149, -0.880, -0.240], [-0.440, 2.870, -0.040], [-1.456, 1.434, -0.035], [1.475, 1.511, -0.087], [0.748, -2.760, 0.171]], "mol_weight_da": 137.59}


Version Q
{"formula": "C3H4ClNOS", "method": "ωB97M-V with the def2-TZVPD basis set", "elements": ["Cl", "C", "C", "O", "C", "N", "S", "H", "H", "H", "H"], "positions_angstrom": [[1.859, 0.534, -0.567], [1.324, -0.992, 0.099], [-0.085, -0.903, 0.459], [-0.790, -1.015, -0.674], [-1.684, -0.105, -0.931], [-1.755, 0.860, -0.222], [-0.692, 0.660, 1.194], [1.445, -1.851, -0.665], [1.805, -1.417, 1.045], [-0.029, -1.786, 1.005], [-2.472, -0.488, -1.660]], "mol_weight_da": 137.59}


Stability summary: most stable version P, least stable version Q.